1.
Molecular formula: C35H68IN2O12S5
Method: DFT, ωB97M-V/def2-TZVPD

As for the expectation value of S²: 0.75. As for the net charge: 0. The total energy comes out at -4675.31230 a.u. Its multiplicity is 2. The value obtained for the LUMO energy (alpha / beta) is 0.45 / 0.45 eV. For the frontier orbital gap (alpha / beta), the calculation gives 7.47 / 9.14 eV.

Element x y z (Å)
C: -2.3484 4.8281 -1.6481
C: -1.2514 4.6026 -0.6546
O: -1.4346 4.3936 0.5219
N: 0.0711 4.7212 -1.2189
C: 0.5906 6.0654 -0.9093
C: 1.0176 3.5758 -0.9510
C: 2.2432 4.0025 -1.8311
C: 3.1883 3.0544 -2.5808
C: 2.6428 2.5374 -3.9288
I: 4.0852 1.4867 -1.4339
C: 1.4191 3.4596 0.5357
C: 0.7602 2.4024 1.4695
C: 1.7372 1.2643 1.8320
C: 0.3580 3.1026 2.7681
N: -0.4560 1.7979 0.8687
O: -1.5133 1.7097 1.5664
C: -0.5345 1.4092 -0.5609
C: -0.0742 -0.0549 -0.7318
C: -2.0031 1.4672 -0.9899
C: 0.3289 2.3136 -1.4882
H: -3.3190 4.6540 -1.1781
H: -2.2888 5.8577 -2.0189
H: -2.2223 4.1617 -2.5082
H: 0.9243 6.5764 -1.8198
H: -0.1830 6.6864 -0.4420
H: 1.4254 6.0264 -0.2024
H: 1.8342 4.6329 -2.6365
H: 2.8647 4.6668 -1.2144
H: 4.0642 3.6730 -2.7999
H: 1.5508 2.5227 -3.9367
H: 2.9861 3.2041 -4.7284
H: 2.9795 1.5242 -4.1700
H: 2.5029 3.2961 0.5859
H: 1.2364 4.4421 0.9869
H: 2.7312 1.6880 2.0219
H: 1.4211 0.7893 2.7674
H: 1.8265 0.5089 1.0554
H: -0.4050 3.8567 2.5730
H: -0.0141 2.3885 3.5084
H: 1.2505 3.5934 3.1783
H: 1.0096 -0.1614 -0.6538
H: -0.5722 -0.6817 0.0152
H: -0.3714 -0.4086 -1.7285
H: -2.4914 2.3764 -0.6278
H: -2.0305 1.4150 -2.0812
H: -2.5681 0.6191 -0.5828
H: 1.0690 1.6717 -1.9606
H: -0.3274 2.6567 -2.3017
C: -4.6378 -1.7482 -5.2719
C: -5.5066 -1.3975 -4.0471
C: -4.7021 -0.3972 -3.2059
S: -3.6656 0.4877 -4.3586
O: -2.2798 0.2164 -4.0453
O: -4.0858 1.8653 -4.4777
C: -4.1010 -0.4271 -5.8218
H: -5.1914 -2.2958 -6.0323
H: -3.7970 -2.3703 -4.9585
H: -6.4430 -0.9419 -4.3745
H: -5.7573 -2.2759 -3.4556
H: -5.3183 0.3395 -2.6962
H: -4.0407 -0.8819 -2.4916
H: -3.1969 -0.5325 -6.4105
H: -4.8641 0.1493 -6.3439
C: 1.4695 -4.2732 3.4528
C: 2.0628 -4.1932 4.8671
C: 3.3113 -3.3058 4.7913
S: 3.0216 -2.1687 3.4253
O: 3.9865 -2.4251 2.3855
O: 2.8468 -0.8307 3.9334
C: 1.4402 -2.8441 2.9221
H: 0.4743 -4.7154 3.4535
H: 2.1091 -4.8883 2.8165
H: 1.3308 -3.7439 5.5423
H: 2.3193 -5.1724 5.2591
H: 3.4745 -2.7176 5.6903
H: 4.2052 -3.8785 4.5537
H: 1.3619 -2.7582 1.8407
H: 0.6674 -2.2445 3.4027
C: 5.8980 -5.9988 9.9351
C: 5.1908 -4.6380 9.8600
C: 5.2840 -4.1551 8.4078
S: 5.3687 -5.6434 7.3948
O: 6.6469 -5.6865 6.7349
O: 4.1562 -5.7841 6.6263
C: 5.3734 -6.8092 8.7548
H: 5.7031 -6.5053 10.8789
H: 6.9776 -5.8668 9.8419
H: 4.1437 -4.7541 10.1450
H: 5.6370 -3.9125 10.5378
H: 4.4209 -3.5784 8.0859
H: 6.1967 -3.5954 8.2138
H: 5.9945 -7.6556 8.4724
H: 4.3436 -7.1307 8.9070
C: 1.2441 0.4745 -6.5541
C: 1.9253 -0.2416 -7.7314
C: 0.9640 -1.3341 -8.2173
S: -0.6894 -0.7372 -7.8292
O: -1.2698 -1.6250 -6.8505
O: -1.4172 -0.4386 -9.0360
C: -0.1813 0.7698 -7.0085
H: 1.7660 1.3896 -6.2782
H: 1.2230 -0.1761 -5.6774
H: 2.1141 0.4717 -8.5357
H: 2.8826 -0.6710 -7.4408
H: 1.0095 -1.5186 -9.2872
H: 1.0936 -2.2666 -7.6725
H: -0.8810 0.9717 -6.1985
H: -0.2171 1.5665 -7.7511
C: -4.9205 0.6242 2.4502
C: -5.6472 1.6150 1.5304
C: -5.5744 1.0500 0.1076
S: -5.4796 -0.7414 0.2896
O: -4.1911 -1.1865 -0.1840
O: -6.6771 -1.3642 -0.2170
C: -5.4518 -0.7574 2.0793
H: -5.0977 0.8442 3.5016
H: -3.8438 0.6700 2.2732
H: -6.6902 1.7078 1.8394
H: -5.1988 2.6058 1.5735
H: -6.4465 1.2797 -0.4998
H: -4.6656 1.3597 -0.4073
H: -4.8222 -1.5844 2.3980
H: -6.4767 -0.9104 2.4170

Löwdin population analysis, charges in e, atoms 1 to 6: 0.012 -0.476 0.122 -0.097 -0.059 -0.357

2.
Molecular formula: C35H68N8O7P2Si
Method: DFT, ωB97M-V/def2-TZVPD

As for the net charge: 0. The total energy comes out at -3310.35399 a.u. The value obtained for the LUMO energy is -1.40 eV. The structure (SMILES) is CCOc1cc2c(c(CCCCn3cccc3)c1O)C(=O)N(CCO[Si](C)(C)C)C2=O.CN(C)P(=O)(N(C)C)N(C)C.CN(C)P(=O)(N(C)C)N(C)C. For the frontier orbital gap, the calculation gives 6.39 eV.

Element x y z (Å)
C: -5.3314 1.8867 2.1447
C: -4.5829 1.9590 0.6512
O: -4.8431 0.6618 -0.0102
C: -3.5922 0.0365 -0.4817
C: -2.9939 0.5633 -1.9520
C: -1.6319 -0.1766 -2.4751
C: -0.8441 -1.3675 -1.6760
C: -1.3851 -1.8680 -0.2132
C: -0.5457 -3.0610 0.5334
C: -0.2545 -2.8191 2.1277
C: 0.2418 -4.2904 2.7398
C: -0.9330 -5.4409 2.6923
N: -2.3445 -4.9090 2.8171
C: -2.8247 -4.2575 4.1188
C: -4.3972 -3.8859 3.7649
C: -4.8228 -4.3536 2.2302
C: -3.3825 -5.0009 1.6814
C: -2.7605 -1.1467 0.3590
O: -3.3532 -1.5500 1.6436
C: 0.4180 -1.8177 -2.6177
O: 1.0509 -2.9932 -2.6799
N: 0.7027 -0.5297 -3.4197
C: 1.4405 0.2542 -2.3577
C: 2.8372 0.9742 -2.8957
O: 3.9746 0.4241 -2.1153
Si: 4.2551 1.3304 -0.6371
C: 5.6964 0.4991 0.4074
C: 2.7308 1.3869 0.5691
C: 4.7814 3.1560 -0.9808
C: -0.6972 -0.0079 -3.8070
O: -0.9450 0.4205 -5.0476
H: -4.8438 2.6615 2.8777
H: -5.2724 0.7922 2.6146
H: -6.4985 2.1231 2.0538
H: -5.2076 2.7698 0.0464
H: -3.4503 2.2439 0.7262
H: -3.5043 1.3831 -2.6125
H: -1.0703 -4.0723 0.2670
H: 0.5220 -3.0978 0.0006
H: 0.6826 -2.0939 2.2386
H: -1.1728 -2.4560 2.7555
H: 1.1377 -4.6755 2.0518
H: 0.6541 -4.2197 3.8339
H: -0.7243 -6.1875 3.5700
H: -0.9005 -6.0384 1.6595
H: -2.2320 -4.0722 5.1245
H: -5.1407 -3.3432 4.5031
H: -5.8291 -4.2366 1.6441
H: -3.1381 -5.4630 0.6313
H: -4.0420 -0.8958 1.9659
H: 0.7874 1.0752 -1.8251
H: 1.8010 -0.5082 -1.5124
H: 2.9729 0.7925 -4.0641
H: 2.7602 2.1180 -2.6204
H: 6.3239 -0.2688 -0.2135
H: 5.1467 -0.1391 1.2532
H: 6.3254 1.3103 0.9728
H: 2.1418 0.3531 0.4695
H: 3.0172 1.4801 1.6998
H: 1.9443 2.2109 0.2161
H: 3.8590 3.6701 -1.5311
H: 4.9666 3.6577 0.0704
H: 5.7181 3.1750 -1.6845
C: -7.7165 -4.1769 -1.4391
N: -9.0135 -3.7280 -0.9553
C: -9.8158 -4.9095 -0.6236
P: -9.9542 -2.4209 -1.5236
O: -10.3956 -2.0330 -0.0910
N: -9.0123 -0.9835 -1.6619
C: -7.7571 -0.8437 -0.9338
C: -9.8021 0.2406 -1.4370
N: -9.4468 -2.8670 -3.1704
C: -8.4306 -2.1822 -3.9668
C: -10.6461 -3.0376 -4.0019
H: -7.7889 -4.7221 -2.3849
H: -7.2478 -4.8500 -0.7105
H: -7.0040 -3.3673 -1.5676
H: -10.1134 -5.4451 -1.5292
H: -10.7267 -4.6254 -0.0880
H: -9.2772 -5.5980 0.0387
H: -7.8385 -1.1818 0.1028
H: -7.4047 0.1947 -0.9241
H: -6.9563 -1.3911 -1.4275
H: -9.9537 0.4400 -0.3702
H: -10.7875 0.1598 -1.9111
H: -9.3043 1.1107 -1.8825
H: -8.7125 -1.1527 -4.2130
H: -8.2677 -2.7118 -4.9135
H: -7.4564 -2.1796 -3.4735
H: -11.1159 -2.0726 -4.2130
H: -11.3773 -3.6653 -3.4829
H: -10.4134 -3.5375 -4.9471
C: 11.0875 2.9025 -0.1004
N: 9.7000 3.3224 0.0280
C: 9.0967 3.3351 -1.3082
P: 9.0531 4.5165 1.0634
O: 7.7867 3.6728 1.3496
N: 9.6034 4.3069 2.6838
C: 10.1306 3.0230 3.1301
C: 8.6212 4.7627 3.6839
N: 10.5090 5.4863 0.7343
C: 11.6483 5.6507 1.6348
C: 10.0927 6.8168 0.2703
H: 11.6926 3.6239 -0.6577
H: 11.1503 1.9452 -0.6326
H: 11.5700 2.7211 0.8554
H: 9.4997 4.1543 -1.9099
H: 8.0123 3.4673 -1.2460
H: 9.2565 2.3888 -1.8391
H: 9.5170 2.1828 2.7941
H: 10.2061 2.9708 4.2230
H: 11.1533 2.8801 2.7863
H: 7.8338 4.0195 3.8528
H: 8.1443 5.6963 3.3626
H: 9.1116 4.9687 4.6433
H: 11.3795 6.1663 2.5632
H: 12.4356 6.2405 1.1494
H: 12.1198 4.6962 1.8776
H: 9.6680 7.4018 1.0912
H: 9.3303 6.7217 -0.5092
H: 10.9282 7.3700 -0.1694

Löwdin population analysis, charges in e, atoms 1 to 6: -0.093 -0.214 -0.201 -0.077 0.097 -0.022

3.
Molecular formula: C35H69Cl2F2INNbO5PS2
Method: DFT, ωB97M-V/def2-TZVPD

As for the net charge: -1. The total energy comes out at -4417.91023 a.u. The value obtained for the LUMO energy is 0.67 eV. For the frontier orbital gap, the calculation gives 5.73 eV.

Element x y z (Å)
C: 6.6740 -3.4600 -0.4979
C: 7.0626 -2.0324 -1.2237
C: 6.8209 -0.7030 -0.2982
C: 5.3121 -0.6588 0.4254
N: 4.7205 0.6616 0.0746
C: 3.8425 0.7350 -1.1141
C: 3.8863 -0.3829 -2.2617
C: 2.3737 -0.9012 -2.7615
C: 1.4958 -1.5734 -1.5312
Nb: -0.1151 -3.0357 -2.1693
C: -1.6756 -4.6690 -2.6824
C: -1.4529 -5.3972 -4.1198
C: -2.4475 -6.7446 -4.1046
F: -3.6088 -6.4862 -4.9861
C: -1.8586 -1.7399 -1.5383
C: -1.5569 -0.3957 -0.6880
C: -2.9752 -0.0217 0.1187
Cl: -2.6894 1.1294 1.5712
C: -0.1383 -3.9468 -0.0300
C: 0.2346 -2.8794 1.1446
O: 1.4478 -2.4978 1.5483
F: -0.9243 -2.2996 1.9213
C: -0.1368 -2.2133 -4.3366
C: -0.6885 -0.6552 -4.4347
C: -2.2038 -0.6855 -5.1425
I: 0.5832 0.3371 -5.9809
P: 1.7234 -4.7541 -2.6907
O: 3.0869 -4.5856 -1.5613
Cl: 2.6304 -4.4222 -4.5925
C: 3.9150 1.2908 1.2139
S: 3.1275 0.4546 2.4629
S: 3.7106 3.1907 1.2352
C: 1.8614 3.3903 0.7961
C: 1.6371 4.0340 -0.7142
C: 0.8647 3.0143 -1.7586
H: 5.5266 -3.5752 -0.2871
H: 7.3543 -3.6668 0.4548
H: 6.9549 -4.3101 -1.2876
H: 8.2386 -2.0859 -1.4233
H: 6.5830 -1.9548 -2.3130
H: 6.9911 0.2450 -0.9889
H: 7.6519 -0.6546 0.5511
H: 4.6636 -1.6107 0.1171
H: 5.5502 -0.8254 1.5824
H: 4.0499 1.7900 -1.6371
H: 2.7172 0.8333 -0.7251
H: 4.4944 -1.3585 -2.0913
H: 4.3487 0.1200 -3.2420
H: 2.5873 -1.7614 -3.5245
H: 1.8523 0.0455 -3.2064
H: 2.2923 -2.2005 -0.8990
H: 1.1764 -0.6940 -0.8375
H: -1.6565 -5.4846 -1.8235
H: -2.7858 -4.2361 -2.6749
H: -1.8377 -4.7758 -5.0631
H: -0.3833 -5.8174 -4.3315
H: -2.8902 -6.9090 -3.0115
H: -1.8906 -7.7063 -4.5143
H: -2.5974 -2.4084 -0.8797
H: -2.5222 -1.4194 -2.4777
H: -0.7455 -0.4672 0.1494
H: -1.3805 0.4949 -1.4456
H: -3.8219 0.3501 -0.6013
H: -3.3917 -1.0281 0.6076
H: 0.5391 -4.9019 -0.0005
H: -1.2764 -4.2656 0.1279
H: 0.9151 -2.2068 -4.8434
H: -0.8468 -2.8397 -5.0502
H: -0.6641 -0.0703 -3.4242
H: -2.7479 -1.6663 -4.8080
H: -1.9775 -0.8085 -6.3081
H: -2.8007 0.3032 -4.9471
H: 2.7244 -4.3334 -0.6609
H: 1.2807 4.0150 1.6287
H: 1.3337 2.3322 0.7736
H: 2.6684 4.4031 -1.1486
H: 0.8955 4.9574 -0.5665
H: 1.3122 3.1390 -2.8574
H: 0.9551 1.8783 -1.4752
H: -0.2803 3.2578 -1.8390
C: -1.4420 -1.7823 6.4445
C: -1.6590 -1.2308 5.0591
C: -3.1591 -1.0347 5.0275
O: -3.5695 -0.7465 6.3712
C: -2.4722 -1.0237 7.2523
H: -0.4236 -1.6464 6.8172
H: -1.6723 -2.8543 6.4575
H: -1.1536 -0.2627 4.9621
H: -1.2976 -1.8865 4.2629
H: -3.6728 -1.9483 4.7099
H: -3.4612 -0.2169 4.3669
H: -2.0743 -0.0648 7.6019
H: -2.8278 -1.5902 8.1173
C: -4.4708 2.3312 7.1965
C: -4.6913 1.9302 8.6322
C: -4.3614 3.2080 9.3724
O: -4.7016 4.2942 8.4996
C: -4.9537 3.7651 7.1905
H: -4.9996 1.7003 6.4777
H: -3.4003 2.2964 6.9617
H: -5.7452 1.6703 8.7869
H: -4.0797 1.0824 8.9511
H: -3.2901 3.2765 9.5893
H: -4.9143 3.3033 10.3114
H: -6.0330 3.8192 7.0107
H: -4.4440 4.3767 6.4411
C: -0.6247 7.5261 -4.2724
C: -1.9831 6.9639 -4.6030
C: -1.7779 5.4827 -4.3717
O: -0.7882 5.3556 -3.3414
C: -0.1850 6.6393 -3.1281
H: -0.6403 8.5865 -4.0083
H: 0.0493 7.3949 -5.1273
H: -2.7270 7.3526 -3.8976
H: -2.3199 7.1947 -5.6168
H: -1.3905 4.9900 -5.2698
H: -2.6968 4.9751 -4.0642
H: -0.5466 7.0227 -2.1677
H: 0.9018 6.5316 -3.0739

Löwdin population analysis, charges in e, atoms 1 to 6: -0.147 -0.281 -0.185 -0.222 -0.219 -0.211

4.
Molecular formula: C35H70Cl24N3O2S
Method: DFT, ωB97M-V/def2-TZVPD

As for the net charge: +1. The total energy comes out at -13132.70621 a.u. The value obtained for the LUMO energy is -3.44 eV. The value obtained for the relative energy (zero: lowest compared OMol25 entry of this formula, charge and spin) is 0.000 eV. For the frontier orbital gap, the calculation gives 7.74 eV.

Element x y z (Å)
C: -6.3191 0.2381 0.3190
C: -5.6861 -0.4243 -1.0790
C: -6.6543 -1.6528 -1.6324
O: -7.8153 -2.0156 -1.0527
O: -6.1725 -2.4116 -2.7976
C: -6.7954 -1.9671 -4.0540
C: -5.6861 -1.4883 -5.2091
C: -4.1926 -1.2982 -4.5612
C: -2.9953 -0.5874 -5.4318
N: -1.6705 -1.1674 -4.8927
C: -2.1180 -1.8870 -3.6166
N: -1.5598 -1.9317 -2.3630
C: -0.2485 -1.1948 -2.1388
C: 0.5041 -1.9211 -0.8655
C: 0.9554 -3.4670 -1.1783
S: -0.4235 -4.7390 -0.9256
N: -3.4114 -2.5565 -4.1274
H: -7.4745 0.4112 0.0792
H: -6.1626 -0.4679 1.2414
H: -5.8406 1.3065 0.5495
H: -5.6772 0.4402 -1.8713
H: -4.6054 -0.7871 -0.7843
H: -7.4444 -2.8832 -4.4508
H: -7.4979 -1.0517 -3.7833
H: -6.1007 -0.5044 -5.7269
H: -5.6810 -2.3324 -6.0213
H: -4.4064 -0.4950 -3.7042
H: -2.8137 0.5662 -5.2236
H: -3.0467 -0.5946 -6.6111
H: -1.0813 -0.3272 -4.6577
H: -2.0766 -2.4755 -1.6285
H: -0.4518 -0.0516 -1.9228
H: 0.3562 -1.2899 -3.1554
H: 1.5040 -1.3058 -0.6754
H: -0.1943 -1.8227 0.0940
H: 1.4618 -3.5895 -2.2381
H: 1.8017 -3.7568 -0.3894
H: -0.6259 -5.4750 -2.1284
H: -3.2859 -2.9981 -5.0853
Cl: 2.0063 -6.2093 0.8522
C: 3.3410 -6.1033 2.0278
C: 3.0717 -5.0696 3.1097
Cl: 3.1075 -3.4060 2.4740
H: 4.2608 -5.8819 1.4776
H: 3.4441 -7.0950 2.4784
H: 3.8453 -5.1297 3.8811
H: 2.1008 -5.2298 3.5882
Cl: 3.8504 0.3424 -1.2719
C: 5.2773 -0.0704 -0.2880
C: 4.8942 -0.5869 1.0897
Cl: 4.1901 0.6889 2.1143
H: 5.9136 0.8178 -0.2237
H: 5.8254 -0.8429 -0.8355
H: 5.7844 -0.9539 1.6092
H: 4.1741 -1.4084 1.0267
Cl: -9.8396 -2.1127 3.3797
C: -10.7686 -1.4030 2.0351
C: -9.8984 -0.5544 1.1217
Cl: -9.3456 0.9402 1.9178
H: -11.5928 -0.8227 2.4613
H: -11.1957 -2.2378 1.4715
H: -10.4717 -0.2498 0.2410
H: -9.0161 -1.1040 0.7802
Cl: 3.1672 3.0880 4.1002
C: 2.5064 4.0924 2.7852
C: 2.7170 5.5770 3.0361
Cl: 1.7269 6.1772 4.3899
H: 1.4455 3.8484 2.6722
H: 3.0240 3.7930 1.8689
H: 2.4216 6.1485 2.1511
H: 3.7648 5.8047 3.2542
Cl: -3.9328 -4.1073 -0.5885
C: -4.7985 -4.8904 -1.9347
C: -4.8957 -6.3970 -1.7550
Cl: -3.3127 -7.1972 -1.9189
H: -4.2873 -4.6269 -2.8658
H: -5.8013 -4.4536 -1.9614
H: -5.5456 -6.8215 -2.5260
H: -5.3104 -6.6608 -0.7774
Cl: 7.4826 8.4108 4.0315
C: 5.9679 9.2640 3.6409
C: 4.7920 8.3104 3.5016
Cl: 4.9298 7.2797 2.0553
H: 6.1302 9.8416 2.7256
H: 5.7818 9.9669 4.4585
H: 3.8633 8.8794 3.3967
H: 4.6951 7.6589 4.3753
Cl: 5.8424 6.3420 6.3233
C: 7.3353 6.6285 7.2528
C: 7.6519 5.4802 8.1976
Cl: 6.4861 5.3732 9.5402
H: 7.2237 7.5751 7.7907
H: 8.1433 6.7442 6.5243
H: 8.6382 5.6306 8.6469
H: 7.6587 4.5185 7.6758
Cl: -2.5242 -3.4851 5.3011
C: -0.7474 -3.5941 5.2262
C: -0.1824 -2.9111 3.9909
Cl: -0.5936 -3.7831 2.4930
H: -0.4705 -4.6523 5.2648
H: -0.3631 -3.1085 6.1281
H: 0.9098 -2.8820 4.0498
H: -0.5456 -1.8833 3.8965
Cl: 4.6228 -0.7993 -5.1744
C: 4.5728 0.8883 -5.7440
C: 5.8675 1.6304 -5.4531
Cl: 6.1021 1.9155 -3.7104
H: 3.7127 1.3785 -5.2774
H: 4.3996 0.8519 -6.8236
H: 5.8481 2.6130 -5.9341
H: 6.7384 1.0848 -5.8285
Cl: 1.6467 1.4506 -8.5344
C: 2.3801 2.4964 -9.7766
C: 3.8717 2.2452 -9.9302
Cl: 4.7950 2.7881 -8.5068
H: 2.1712 3.5372 -9.5104
H: 1.8672 2.2761 -10.7175
H: 4.2559 2.8050 -10.7882
H: 4.0878 1.1848 -10.0913
Cl: -8.5526 -4.8358 7.6283
C: -7.8192 -3.7900 6.3861
C: -6.3276 -4.0411 6.2326
Cl: -5.4043 -3.4983 7.6560
H: -8.0281 -2.7492 6.6524
H: -8.3321 -4.0102 5.4452
H: -5.9434 -3.4814 5.3746
H: -6.1115 -5.1016 6.0715
Cl: 8.2074 2.8799 -1.1082
C: 6.8034 3.8594 -0.6141
C: 6.8991 4.3088 0.8353
Cl: 6.7242 2.9498 1.9735
H: 5.8986 3.2712 -0.7956
H: 6.7800 4.7323 -1.2732
H: 6.0931 5.0140 1.0591
H: 7.8523 4.8047 1.0419

Löwdin population analysis, charges in e, atoms 1 to 6: -0.131 -0.137 -0.244 0.004 -0.186 -0.143

Among the records above, which one has the highest net charge? C35H70Cl24N3O2S

Which value of net charge does entry 1 give? 0